Molecular formula: C24H53NO43S10Si2
Method: DFT, the ωB97M-V functional and the def2-TZVPD basis

Computed properties:
- gap between HOMO and LUMO (eV) = 8.609
- HOMO energy (Ha) = -0.32344
- calculated total energy (hartree) = -8796.91073

```
133
C24H53NO43S10Si2 the ωB97M-V functional and the def2-TZVPD basis
C -3.1288 2.1263 1.7220
C -4.5807 2.5320 1.3171
O -5.4961 2.1511 2.0402
O -4.9233 3.3525 0.2148
C -4.5933 2.7633 -1.0905
Si -4.9718 0.9072 -1.2408
O -4.1553 0.3379 -2.6464
Si -3.0100 -0.9028 -2.3082
C -1.2389 -0.2340 -1.9849
N -1.1655 0.6440 -0.7684
H -2.9037 2.6815 2.6846
H -3.0936 1.0336 2.0060
H -2.3451 2.3771 0.9607
H -5.2539 3.2904 -1.8480
H -3.5325 2.9720 -1.4366
H -4.5903 0.1271 -0.0506
H -6.4163 0.7391 -1.5187
H -3.5177 -1.6716 -1.1468
H -2.9372 -1.7775 -3.4971
H -0.5509 -1.1110 -1.8417
H -0.9666 0.4117 -2.8782
H -1.7200 1.4777 -1.0150
H -0.1889 0.9979 -0.7540
C 2.6417 -2.7413 -3.9778
C 2.6592 -4.1246 -3.3549
O 1.2806 -4.4605 -3.1689
S 0.4069 -3.7836 -4.3471
O 0.1833 -4.7594 -5.3583
O -0.6490 -3.0390 -3.7512
O 1.5291 -2.7519 -4.8796
H 2.4634 -1.9692 -3.2247
H 3.5635 -2.5178 -4.5126
H 3.1920 -4.1472 -2.4069
H 3.0976 -4.8603 -4.0351
C 1.5023 -3.8319 1.6157
C 2.5144 -3.5142 2.7019
O 3.7905 -3.7200 2.0874
S 3.6902 -3.3451 0.5193
O 4.1730 -2.0190 0.3431
O 4.1808 -4.4473 -0.2396
O 2.0737 -3.3201 0.4107
H 1.3719 -4.9111 1.5000
H 0.5348 -3.3690 1.8047
H 2.4011 -4.1527 3.5758
H 2.4521 -2.4664 3.0076
C 7.0349 -2.4304 5.2893
C 5.9737 -2.7466 4.2548
O 4.8879 -3.3139 4.9978
S 4.8428 -2.6399 6.4681
O 3.8785 -1.5886 6.4495
O 4.8248 -3.6807 7.4425
O 6.3146 -1.9650 6.4333
H 7.5856 -3.3246 5.5755
H 7.7345 -1.6703 4.9434
H 6.3260 -3.4430 3.4962
H 5.6109 -1.8357 3.7708
C -8.7468 1.7299 1.1865
C -9.7541 2.8486 1.3738
O -10.9816 2.3324 0.8517
S -11.0341 0.7387 1.1048
O -11.7960 0.4941 2.2798
O -11.3111 0.0975 -0.1369
O -9.4747 0.5267 1.4604
H -8.3919 1.6857 0.1532
H -7.8937 1.8216 1.8573
H -9.4659 3.7587 0.8507
H -9.9054 3.0715 2.4331
C 2.3924 4.2001 -3.1701
C 3.7350 3.6503 -2.7282
O 3.4187 2.6474 -1.7589
S 2.0125 1.9607 -2.1459
O 2.2781 0.7548 -2.8468
O 1.1553 2.0159 -1.0039
O 1.5206 3.0669 -3.2155
H 1.9942 4.9074 -2.4378
H 2.4434 4.6806 -4.1460
H 4.3797 4.4172 -2.2952
H 4.2569 3.1652 -3.5583
C -8.6338 4.7378 -3.1380
C -8.4522 3.8928 -4.3846
O -8.2315 4.8312 -5.4385
S -7.4539 6.1190 -4.8453
O -6.0649 5.9665 -5.1104
O -8.1804 7.2863 -5.2033
O -7.7033 5.8128 -3.2762
H -9.6403 5.1615 -3.0905
H -8.4347 4.1762 -2.2258
H -9.3222 3.2739 -4.5969
H -7.5649 3.2582 -4.3064
C 7.5040 1.5120 -0.4059
C 7.7808 0.9518 -1.7881
O 7.2023 -0.3548 -1.7785
S 5.8961 -0.3509 -0.8176
O 4.7423 -0.1869 -1.6337
O 6.0221 -1.4056 0.1244
O 6.1909 1.0535 -0.0695
H 8.2047 1.1093 0.3312
H 7.5449 2.5994 -0.3867
H 8.8453 0.8990 -2.0103
H 7.2775 1.5402 -2.5607
C 7.9819 7.7941 -1.4806
C 7.6272 7.3208 -0.0845
O 6.7192 6.2341 -0.2864
S 7.1043 5.4692 -1.6534
O 7.8999 4.3333 -1.3234
O 5.9354 5.3820 -2.4638
O 8.0755 6.6019 -2.2659
H 7.1892 8.4177 -1.9011
H 8.9230 8.3412 -1.5043
H 7.1650 8.1026 0.5153
H 8.5061 6.9344 0.4381
C 9.0047 -6.2386 8.7271
C 7.9780 -7.3537 8.6565
O 6.8314 -6.7619 8.0417
S 7.3135 -5.6306 6.9939
O 7.3291 -6.2027 5.6890
O 6.6223 -4.4159 7.2925
O 8.8475 -5.5077 7.5102
H 8.7974 -5.5621 9.5603
H 10.0216 -6.6191 8.8145
H 7.7257 -7.7496 9.6386
H 8.3231 -8.1684 8.0141
C -10.6497 -3.2614 -0.9948
C -11.5668 -2.7397 -2.0836
O -11.0034 -3.2259 -3.3047
S -10.3046 -4.6578 -3.0314
O -11.2172 -5.6822 -3.4087
O -8.9687 -4.6041 -3.5136
O -10.2779 -4.5764 -1.4172
H -9.7418 -2.6575 -0.9195
H -11.1410 -3.2974 -0.0238
H -11.6244 -1.6531 -2.0920
H -12.5731 -3.1562 -1.9864
```

Atomic partial charges in e from the Mulliken method, atoms 1 to 4:
1. C -0.6466
2. C 0.4290
3. O -0.5317
4. O -0.3532